{"formula": "C39H48IrP2Si", "method": "the ωB97M-V functional and the def2-TZVPD basis", "relative_energy_kj_mol": 0.0, "lumo_energy_ev": [-5.19, -8.06], "fmax_ev_per_a": 7.3, "multiplicity": 6, "gap_ha": [0.2038, 0.1801], "charge": 2, "species": ["Ir", "P", "P", "Si", "C", "C", "C", "C", "C", "C", "C", "C", "C", "C", "C", "C", "C", "C", "C", "C", "C", "C", "C", "C", "C", "C", "C", "C", "C", "C", "C", "C", "C", "C", "C", "C", "C", "C", "C", "C", "C", "C", "C", "H", "H", "H", "H", "H", "H", "H", "H", "H", "H", "H", "H", "H", "H", "H", "H", "H", "H", "H", "H", "H", "H", "H", "H", "H", "H", "H", "H", "H", "H", "H", "H", "H", "H", "H", "H", "H", "H", "H", "H", "H", "H", "H", "H", "H", "H", "H", "H"], "positions_angstrom": [[-0.120, 0.139, 4.556], [-0.049, -1.861, -4.428], [1.865, 0.685, -4.677], [0.530, -1.324, 7.455], [-0.367, 1.825, 3.309], [-0.666, -0.298, -5.114], [3.289, 3.332, -1.924], [-2.835, -2.931, -1.554], [1.838, 0.584, 4.478], [-1.049, -1.143, 8.463], [0.973, 3.113, -3.491], [3.377, 3.313, -7.560], [-2.382, 1.497, 6.141], [1.955, 2.121, -3.549], [-1.398, -1.228, -0.606], [-0.650, -1.198, -1.784], [3.293, 2.542, -8.720], [1.334, -2.959, 7.934], [-2.041, -2.768, -6.272], [3.079, 2.749, -6.315], [-0.250, -4.315, -5.738], [-2.184, -0.205, 4.203], [-2.059, -5.007, -7.194], [-0.863, -3.052, -5.571], [-1.671, 2.643, 5.399], [-1.624, 1.662, 2.505], [-2.639, -3.735, -7.083], [-2.516, -2.067, -0.502], [2.601, 1.434, -6.239], [2.902, 1.201, -8.638], [-0.996, -2.045, -2.859], [1.657, 0.109, 7.898], [0.170, -1.547, 5.584], [2.552, 0.646, -7.405], [-2.687, 0.722, 3.127], [-0.864, -5.290, -6.524], [1.182, 4.247, -2.697], [0.139, 0.783, -5.186], [-2.118, 0.137, 5.573], [2.326, 4.351, -1.907], [-2.046, -2.960, -2.709], [3.104, 2.213, -2.737], [-0.412, 2.231, 4.692], [0.695, -4.523, -5.235], [-2.056, 2.655, 2.314], [2.470, 5.224, -1.268], [-1.751, -1.967, 8.273], [3.535, 2.984, -9.683], [-3.474, 1.669, 6.157], [3.182, 3.348, -5.408], [2.014, 1.673, 4.438], [-3.558, -3.493, -7.615], [-1.115, -0.592, 0.236], [-2.268, -1.278, 3.980], [3.849, 1.414, -2.769], [1.004, -2.114, 5.125], [-2.524, -1.796, -6.195], [0.435, 5.042, -2.706], [1.314, 1.073, 7.497], [3.672, 4.360, -7.609], [0.194, -0.513, -1.891], [1.537, -2.978, 9.015], [2.285, -3.109, 7.404], [0.488, 2.675, 5.131], [-1.696, -0.256, -5.484], [2.435, 0.143, 5.296], [-0.213, 1.731, -5.614], [-3.070, 0.067, 2.328], [-0.411, -6.279, -6.610], [-2.548, -5.770, -7.798], [-2.249, -0.690, 6.273], [0.677, -3.806, 7.695], [-1.381, 3.391, 6.152], [2.686, -0.069, 7.556], [-2.350, 3.162, 4.706], [-2.086, 1.536, 7.204], [-0.769, -1.183, 9.527], [-1.350, 1.247, 1.521], [-1.579, -0.195, 8.298], [-0.750, -2.166, 5.537], [2.207, -0.388, -7.347], [-3.703, -3.586, -1.484], [4.183, 3.406, -1.311], [2.861, 0.591, -9.538], [-3.134, -2.041, 0.395], [0.556, 2.039, 2.762], [0.057, 3.026, -4.072], [2.156, 0.168, 3.504], [-2.267, -3.675, -3.504], [-3.550, 1.308, 3.489], [1.678, 0.186, 8.997]], "mulliken_spin": [1.550, 0.332, 0.293, 0.004, -0.004, 0.881, 0.000, -0.012, 0.109, 0.003, 0.003, -0.007, 0.009, 0.078, -0.020, 0.033, 0.057, 0.027, 0.031, 0.045, 0.034, 0.084, 0.009, 0.043, 0.007, 0.008, 0.008, 0.037, 0.093, -0.027, 0.077, 0.011, 0.195, 0.037, 0.005, 0.005, 0.004, 0.804, -0.079, 0.016, 0.063, 0.027, 0.027, 0.001, 0.000, 0.000, 0.000, 0.002, -0.004, 0.005, 0.009, 0.002, -0.004, 0.006, 0.001, -0.005, 0.001, 0.001, -0.004, 0.001, -0.002, 0.006, 0.000, 0.000, 0.076, 0.012, -0.014, -0.002, 0.000, 0.000, -0.002, -0.001, -0.004, 0.001, -0.001, 0.002, 0.001, 0.002, 0.000, 0.028, -0.001, 0.001, 0.000, 0.000, 0.003, -0.006, -0.024, 0.006, 0.007, 0.000, 0.000]}

{"formula": "C39H48Li2O19S", "method": "the ωB97M-V functional and the def2-TZVPD basis", "relative_energy_kj_mol": 0.0, "lumo_energy_ev": -0.73, "fmax_ev_per_a": 9.0, "gap_ha": 0.2366, "charge": 0, "species": ["S", "O", "O", "O", "O", "O", "O", "O", "O", "O", "O", "O", "O", "O", "O", "O", "O", "O", "O", "O", "C", "C", "C", "C", "C", "C", "C", "C", "C", "C", "C", "C", "C", "C", "C", "C", "C", "C", "C", "C", "C", "C", "C", "C", "C", "C", "C", "C", "C", "C", "C", "C", "C", "C", "C", "C", "C", "C", "C", "Li", "Li", "H", "H", "H", "H", "H", "H", "H", "H", "H", "H", "H", "H", "H", "H", "H", "H", "H", "H", "H", "H", "H", "H", "H", "H", "H", "H", "H", "H", "H", "H", "H", "H", "H", "H", "H", "H", "H", "H", "H", "H", "H", "H", "H", "H", "H", "H", "H", "H"], "positions_angstrom": [[32.883, 31.890, 47.632], [33.783, 33.600, 51.160], [34.189, 31.312, 47.571], [36.168, 31.923, 46.102], [30.875, 26.355, 52.877], [32.882, 33.027, 48.549], [35.690, 30.110, 49.179], [26.069, 35.137, 47.291], [27.917, 29.589, 54.475], [31.133, 31.594, 50.427], [38.162, 27.663, 43.247], [38.275, 34.005, 52.254], [32.502, 32.285, 46.268], [31.763, 28.441, 47.906], [38.769, 37.354, 48.099], [30.552, 34.494, 51.012], [33.540, 35.404, 48.461], [31.813, 30.906, 48.145], [31.210, 34.830, 44.650], [29.386, 30.644, 47.052], [36.463, 28.460, 44.712], [26.824, 33.947, 47.282], [30.978, 35.471, 50.086], [28.085, 34.038, 47.863], [37.882, 30.978, 44.688], [30.294, 31.179, 51.396], [37.695, 28.737, 43.938], [30.537, 26.298, 50.513], [36.016, 29.567, 45.413], [28.563, 31.730, 47.163], [31.579, 27.928, 49.113], [27.215, 31.713, 46.596], [36.652, 30.757, 45.467], [37.695, 33.030, 51.449], [37.612, 31.677, 51.950], [36.432, 32.461, 49.448], [32.491, 35.495, 44.847], [38.313, 29.904, 43.889], [32.278, 27.782, 51.447], [28.923, 32.889, 47.824], [32.339, 28.375, 50.239], [35.759, 35.375, 47.361], [29.738, 31.026, 53.855], [28.762, 29.986, 53.575], [36.995, 33.395, 50.235], [37.513, 36.902, 48.178], [28.702, 29.490, 52.223], [36.943, 30.796, 51.249], [31.272, 26.785, 51.610], [33.866, 32.638, 52.239], [30.731, 26.830, 49.233], [36.350, 31.114, 49.923], [37.051, 35.956, 47.189], [29.474, 29.973, 51.185], [36.549, 37.388, 49.155], [26.471, 32.789, 46.622], [35.222, 36.984, 49.123], [34.837, 35.873, 48.323], [30.378, 31.632, 52.783], [32.183, 33.353, 50.192], [31.798, 32.690, 44.697], [32.276, 36.585, 44.675], [36.964, 38.384, 49.561], [27.644, 28.853, 54.053], [35.535, 34.547, 46.863], [27.032, 30.924, 45.885], [38.446, 31.811, 44.873], [25.492, 32.723, 46.056], [30.770, 34.820, 51.889], [34.952, 29.522, 45.813], [30.147, 36.294, 50.194], [29.887, 33.015, 48.432], [31.766, 35.736, 50.761], [29.557, 29.569, 50.162], [35.974, 32.778, 48.484], [33.269, 35.084, 44.156], [32.871, 29.226, 50.068], [36.087, 27.532, 44.640], [32.087, 29.360, 47.999], [25.066, 34.784, 47.376], [27.971, 28.727, 52.028], [38.302, 31.325, 52.626], [31.459, 26.758, 53.512], [30.705, 35.301, 44.004], [36.849, 34.348, 49.901], [37.007, 29.788, 51.508], [29.883, 31.248, 55.066], [29.878, 25.614, 50.792], [34.676, 37.545, 49.856], [35.363, 31.794, 46.564], [34.678, 33.729, 50.933], [37.816, 35.588, 46.741], [35.139, 30.578, 48.444], [37.531, 26.806, 43.407], [34.688, 32.200, 52.019], [32.809, 28.250, 52.285], [30.076, 30.575, 47.695], [39.078, 37.648, 48.988], [31.143, 32.342, 52.927], [32.668, 35.218, 45.716], [28.408, 34.918, 48.287], [38.973, 33.694, 52.878], [33.325, 34.533, 48.463], [33.321, 31.820, 51.977], [39.200, 30.118, 43.443], [31.159, 35.243, 49.057], [30.252, 26.509, 48.321], [33.563, 32.966, 53.292], [31.266, 30.979, 49.678]], "mulliken_charge": [0.827, -0.801, -0.881, -0.405, -0.581, 0.265, -0.776, -0.585, -0.543, 0.857, -0.616, -0.564, -0.425, -0.705, -0.550, -0.445, -0.394, -0.332, -0.404, -0.666, -0.910, 0.429, -0.797, -1.152, -0.746, 0.489, 1.120, -0.833, 0.059, 0.191, -0.133, -0.832, 0.051, 0.314, -0.701, 0.635, 0.422, -0.920, -0.430, 0.786, -0.403, -0.395, -0.701, 0.750, -0.651, 0.694, -0.381, -0.910, 0.732, -0.461, -0.500, 0.105, -1.091, -0.755, -0.513, -0.353, -0.775, 0.519, -0.316, 0.847, 0.723, 0.350, 0.225, 0.266, 0.637, 0.390, 0.525, 0.256, 0.277, 0.128, 0.206, 0.169, 0.607, 0.395, -0.107, 0.239, 0.728, 0.478, 0.417, 0.338, 0.271, 0.478, 0.287, 0.200, 0.738, 0.596, 0.157, 0.619, 0.385, 0.305, 0.083, 0.601, 0.380, 0.328, 0.309, 0.243, 0.111, 0.334, 0.328, -0.655, 0.670, 0.324, 0.149, 0.143, 0.464, 0.159, 0.451, 0.164, -0.624]}